DFT (ωB97M-V with the def2-TZVPD basis set) results for 9 unconnected molecules or ions with the total composition C27H54O27 at a distorted geometry.

Structure (ORCA input):
```
! RIJCOSX wB97M-V def2-TZVPD def2/J DEFGRID3
* xyz 0 1
C -2.297 -3.423 1.798
O -3.530 -4.137 2.080
C -4.457 -3.665 2.813
O -4.621 -2.487 3.145
O -5.129 -4.691 3.249
C -6.160 -4.547 4.235
H -1.658 -4.304 1.748
H -2.032 -2.815 2.664
H -2.303 -2.822 0.889
H -6.355 -3.494 4.436
H -6.005 -5.043 5.193
H -7.070 -4.947 3.789
C -2.974 5.354 3.096
O -3.067 4.158 2.418
C -2.552 3.883 1.246
O -1.847 4.660 0.623
O -2.821 2.609 0.907
C -3.737 1.778 1.616
H -1.962 5.748 3.186
H -3.399 5.137 4.075
H -3.509 6.131 2.549
H -4.036 0.898 1.045
H -4.684 2.297 1.764
H -3.293 1.447 2.555
C 5.517 -3.640 3.134
O 4.964 -4.681 2.276
C 4.524 -4.394 1.028
O 4.975 -3.395 0.352
O 3.675 -5.395 0.678
C 2.924 -5.218 -0.513
H 5.069 -2.663 2.955
H 6.598 -3.575 3.008
H 5.238 -3.837 4.169
H 2.314 -4.324 -0.384
H 2.362 -6.117 -0.763
H 3.603 -5.063 -1.351
C 5.850 1.681 -1.265
O 4.997 1.177 -2.259
C 5.303 0.551 -3.426
O 6.458 0.420 -3.890
O 4.165 0.194 -4.023
C 4.041 -0.751 -5.102
H 6.690 1.003 -1.116
H 5.315 1.719 -0.316
H 6.243 2.655 -1.557
H 3.514 -1.685 -4.910
H 4.959 -0.946 -5.657
H 3.386 -0.283 -5.837
C -4.671 4.148 -5.993
O -4.658 3.979 -4.586
C -4.647 2.818 -4.018
O -4.665 1.731 -4.597
O -4.658 2.939 -2.693
C -4.950 1.815 -1.921
H -3.692 4.085 -6.469
H -5.224 5.057 -6.232
H -5.263 3.388 -6.504
H -5.946 1.400 -2.075
H -4.879 1.903 -0.837
H -4.178 1.075 -2.131
C -1.250 2.182 -2.750
O -1.075 3.215 -3.737
C -0.734 2.975 -5.048
O -0.816 1.834 -5.482
O -0.395 4.103 -5.718
C -0.222 5.433 -5.213
H -2.258 1.791 -2.611
H -0.887 2.518 -1.779
H -0.641 1.345 -3.091
H 0.698 5.683 -4.684
H -0.983 5.978 -4.655
H -0.097 6.019 -6.124
C 1.239 -6.499 6.930
O 1.681 -5.495 5.985
C 1.411 -5.547 4.668
O 0.832 -6.457 4.047
O 1.811 -4.455 4.028
C 1.354 -4.303 2.652
H 0.523 -6.087 7.640
H 2.059 -6.904 7.525
H 0.771 -7.368 6.469
H 1.445 -5.193 2.029
H 1.968 -3.622 2.062
H 0.306 -4.008 2.704
C -2.211 -0.601 -0.184
O -0.885 -0.349 -0.633
C 0.209 -0.731 0.058
O 0.200 -1.515 1.048
O 1.359 -0.214 -0.592
C 2.568 -0.958 -0.533
H -2.609 -1.530 -0.591
H -2.873 0.176 -0.569
H -2.289 -0.635 0.903
H 2.275 -1.924 -0.944
H 2.887 -1.069 0.503
H 3.297 -0.460 -1.173
C 2.189 2.817 -1.017
O 1.975 3.459 0.257
C 3.062 3.969 0.868
O 4.206 3.914 0.448
O 2.773 4.603 2.101
C 1.410 5.010 2.426
H 2.867 3.307 -1.716
H 1.232 2.720 -1.530
H 2.600 1.848 -0.734
H 1.321 5.283 3.477
H 0.652 4.298 2.099
H 1.293 5.950 1.888
*
```

SMILES string: COC(=O)OC.COC(=O)OC.COC(=O)OC.COC(=O)OC.COC(=O)OC.COC(=O)OC.COC(=O)OC.COC(=O)OC.COC(=O)OC
Lowest unoccupied orbital energy (eV): 0.356
Calculated total energy (hartree): -3092.5349
Energy relative to the best compared isomer or geometry (same formula, charge and spin) (kcal per mole): 121.94
E_HOMO (eV): -10.397
HOMO-LUMO gap (eV): 10.75

=====

DFT (ωB97M-V with the def2-TZVPD basis set) results for a gas-phase ion, C5H8N (charge +1) at a distorted geometry.

Structure (ORCA input):
```
! RIJCOSX wB97M-V def2-TZVPD def2/J DEFGRID3
* xyz 1 1
C -2.128 -1.869 1.079
C -1.709 -0.740 0.889
C -0.814 0.491 1.248
C 0.011 -0.385 -1.437
C 0.835 0.570 -0.508
N 0.547 0.217 0.931
H -0.998 1.411 1.822
H -0.017 -1.438 -1.109
H -0.956 0.080 -1.433
H 0.591 -0.243 -2.337
H 0.646 1.588 -0.922
H 1.848 0.317 -0.723
H 1.276 0.708 1.396
H 0.869 -0.706 1.103
*
```

Lowest unoccupied orbital energy (alpha / beta) (eV): -6.811 / -7.243
Calculated total energy (hartree): -249.5266
Energy relative to the best compared isomer or geometry (same formula, charge and spin) (kcal per mole): 187.36
E_HOMO (alpha / beta) (eV): -15.410 / -14.708
HOMO-LUMO gap (alpha / beta) (eV): 8.60 / 7.46

=====

DFT (ωB97M-V with the def2-TZVPD basis set) results for a molecular structure, C2HF6NO4RhS2 at a distorted geometry.

Structure (ORCA input):
```
! RIJCOSX wB97M-V def2-TZVPD def2/J DEFGRID3
* xyz 1 5
N 0.151 0.929 0.745
S -1.046 -0.157 1.004
O -2.405 0.447 0.819
C -0.878 -0.266 2.864
F -0.858 0.936 3.415
F 0.232 -0.917 3.178
F -1.919 -0.940 3.341
S 1.375 0.470 -0.225
O 1.613 -1.034 0.033
O 2.578 1.282 -0.011
Rh 0.611 -2.530 -0.403
O 0.587 -2.346 -2.277
H 1.277 -2.638 -2.881
C 0.415 -0.172 -2.601
F -0.485 -0.670 -3.441
F -0.167 1.015 -2.466
F 1.561 -0.005 -3.231
*
```

Lowest unoccupied orbital energy (alpha / beta) (eV): -7.376 / -8.781
Calculated total energy (hartree): -1937.9747
Energy relative to the best compared isomer or geometry (same formula, charge and spin) (kcal per mole): 83.17
E_HOMO (alpha / beta) (eV): -14.133 / -14.211
HOMO-LUMO gap (alpha / beta) (eV): 6.76 / 5.43

=====

DFT (ωB97M-V with the def2-TZVPD basis set) results for C3H9N2OP in the gas phase at a distorted geometry.

Structure (ORCA input):
```
! RIJCOSX wB97M-V def2-TZVPD def2/J DEFGRID3
* xyz 0 1
C 1.110 -0.883 -0.148
C -0.216 1.416 0.335
C -1.777 -0.943 0.197
N 3.454 -0.650 -0.064
N 4.443 -0.025 -0.086
O 2.178 -0.035 0.262
P -0.225 -0.356 1.045
H 1.236 -1.924 0.240
H 0.943 -0.801 -1.213
H 0.746 1.862 0.348
H -0.380 1.230 -0.674
H -1.045 1.978 0.712
H -2.600 -0.453 0.694
H -1.727 -0.445 -0.828
H -1.852 -1.962 0.029
H 4.445 1.067 0.028
*
```

SMILES string: [H]/N=N\OCP(C)C
Lowest unoccupied orbital energy (eV): 1.116
Calculated total energy (hartree): -645.6789
Energy relative to the best compared isomer or geometry (same formula, charge and spin) (kcal per mole): 101.34
E_HOMO (eV): -8.860
HOMO-LUMO gap (eV): 9.98

=====

DFT (ωB97M-V with the def2-TZVPD basis set) results for 2 unconnected molecules or ions with the total composition CH3Br3Si at a distorted geometry.

Structure (ORCA input):
```
! RIJCOSX wB97M-V def2-TZVPD def2/J DEFGRID3
* xyz 0 1
C -0.614 0.161 -0.753
Si 0.215 0.201 0.901
Br 1.710 -0.942 -2.554
Br 0.596 -1.850 1.613
Br -1.415 1.055 2.186
H -1.193 -0.686 -1.081
H -0.679 1.031 -1.383
H 1.380 1.030 1.071
*
```

Lowest unoccupied orbital energy (eV): -3.395
Calculated total energy (hartree): -8051.4293
Energy relative to the best compared isomer or geometry (same formula, charge and spin) (kcal per mole): 66.69
E_HOMO (eV): -9.797
HOMO-LUMO gap (eV): 6.40

=====

DFT (ωB97M-V with the def2-TZVPD basis set) results for 2 unconnected molecules or ions with the total composition C3H8S2 at a distorted geometry.

Structure (ORCA input):
```
! RIJCOSX wB97M-V def2-TZVPD def2/J DEFGRID3
* xyz 0 1
C -0.357 2.394 -0.488
C 0.740 2.054 0.195
H -0.910 1.676 -1.072
H -0.739 3.399 -0.384
H 0.956 1.002 0.315
H 1.490 2.697 0.634
C -0.435 -2.515 0.897
S -0.901 -1.562 -0.639
S 0.802 -1.176 -1.526
H -0.078 -1.871 1.695
H 0.228 -3.376 0.822
H -1.442 -2.885 1.104
H 0.645 0.163 -1.554
*
```

SMILES string: C=C.CSS
Lowest unoccupied orbital energy (eV): 0.813
Calculated total energy (hartree): -915.4149
Energy relative to the best compared isomer or geometry (same formula, charge and spin) (kcal per mole): 38.92
E_HOMO (eV): -8.482
HOMO-LUMO gap (eV): 9.30